a | Below is 2 unconnected molecules or ions with the total composition C2H9NO, with properties calculated with ωB97M-V with the def2-TZVPD basis set.

Values from the calculation:
**Lowest unoccupied orbital energy**: 0.98 eV
**SMILES**: NCO.C
**Frontier orbital gap**: 10.9 eV
**Charge**: 0

CARTESIAN COORDINATES (ANGSTROEM)
C (0.13596, 6.43295, 1.25823)
H (1.03835, 7.05287, 1.23597)
H (-0.58016, 6.97659, 1.87255)
H (0.35270, 5.48461, 1.72827)
H (-0.20737, 6.40193, 0.22759)
N (-0.90696, -1.60088, -0.44766)
C (0.10336, -2.43988, -1.03423)
O (0.56137, -3.43633, -0.05023)
H (-1.58503, -2.11570, 0.10506)
H (-0.45746, -1.04534, 0.27762)
H (-0.27678, -3.03615, -1.86975)
H (0.93452, -1.80139, -1.28584)
H (1.49334, -3.22552, -0.06718)


b | Below is 2 unconnected molecules or ions with the total composition C2H9NO, with properties calculated with ωB97M-V with the def2-TZVPD basis set.

Values from the calculation:
**Lowest unoccupied orbital energy**: 1.12 eV
**SMILES**: COC.N
**Frontier orbital gap**: 10.6 eV
**Charge**: 0

CARTESIAN COORDINATES (ANGSTROEM)
C (0.31229, -0.01515, -2.71032)
N (-3.46033, 0.85910, 5.28527)
H (-0.38706, -0.84482, -2.59131)
H (0.40672, 0.52539, -1.76792)
H (0.01044, 0.61411, -3.53821)
H (-2.76704, 1.59604, 5.25439)
H (-3.47976, 0.45159, 4.36726)
H (-3.13980, 0.18294, 5.96362)
C (2.52843, -0.63512, -1.97490)
O (1.58652, -0.58014, -3.02886)
H (3.40352, -0.07545, -2.32127)
H (2.04668, -0.42769, -1.02202)
H (2.93938, -1.65079, -1.91573)


Most favorable structure: a. The second most favorable one is 12.2 kcal/mol above it.


a | Below is 2 unconnected molecules or ions with the total composition C3H5O3, with properties calculated with ωB97M-V with the def2-TZVPD basis set.

Values from the calculation:
**Lowest unoccupied orbital energy**: 3.55 eV
**Frontier orbital gap**: 5.8 eV
**Charge**: -1

CARTESIAN COORDINATES (ANGSTROEM)
O (1.41037, 0.69999, -3.17893)
C (0.91803, 0.27540, -2.07695)
H (1.22283, -0.74327, -1.73533)
H (-0.18855, 0.35114, -1.94017)
C (1.53496, 1.40133, -0.44641)
O (0.89431, 0.78364, 0.70446)
C (-0.38077, 0.86602, 0.85173)
O (-0.65262, 0.36601, 2.05944)
H (1.01207, 2.33725, -0.70250)
H (2.57831, 1.05089, -0.42021)
H (-1.60529, 0.40012, 2.19014)


b | Below is 2 unconnected molecules or ions with the total composition C3H5O3, with properties calculated with ωB97M-V with the def2-TZVPD basis set.

Values from the calculation:
**Lowest unoccupied orbital energy**: 3.95 eV
**Frontier orbital gap**: 8.1 eV
**Charge**: -1

CARTESIAN COORDINATES (ANGSTROEM)
O (-1.38955, -2.35197, -1.39963)
C (-0.55009, -1.60064, -0.96089)
C (0.03819, -0.41845, -1.68191)
H (-0.24300, -1.61787, 0.09741)
H (0.24368, 0.35178, -0.93478)
H (-0.61084, -0.13415, -2.50565)
H (1.01274, -0.77864, -2.03578)
O (1.59987, 1.03718, 1.80849)
C (0.43495, 1.44492, 1.65522)
O (-0.14514, 1.88630, 0.63753)
H (-0.28343, 1.20909, 2.50142)


Most favorable structure: b. The second most favorable one is 105.1 kcal/mol above it.


a | Below is 2 unconnected molecules or ions with the total composition C5H12O, with properties calculated with ωB97M-V with the def2-TZVPD basis set.

Values from the calculation:
**Lowest unoccupied orbital energy**: 0.87 eV
**SMILES**: CC=C(C)C.O
**Frontier orbital gap**: 10.0 eV
**Charge**: 0

CARTESIAN COORDINATES (ANGSTROEM)
C (-0.27402, -0.26481, 2.07293)
C (0.06275, -0.28367, 0.62093)
C (1.10495, 0.39698, 0.13136)
C (1.53558, 0.35302, -1.31178)
C (-0.68934, -1.30252, -0.19733)
H (-0.01604, -1.15310, 2.63907)
H (-1.34497, 0.00144, 2.16053)
H (0.13520, 0.61507, 2.57073)
H (1.67290, 1.07970, 0.75810)
H (0.72463, 0.37524, -2.03017)
H (2.35421, 1.04320, -1.47042)
H (2.05895, -0.60977, -1.50219)
H (-0.51891, -1.29305, -1.27480)
H (-1.72759, -1.00880, -0.15150)
H (-0.45050, -2.28354, 0.18936)
H (-1.93415, 1.33709, -0.41292)
H (-0.86278, 1.51825, -1.42318)
O (-1.83087, 1.47929, -1.36873)


b | Below is C5H12O in the gas phase, with properties calculated with ωB97M-V with the def2-TZVPD basis set.

Values from the calculation:
**Lowest unoccupied orbital energy**: 0.98 eV
**SMILES**: CC(C)CCO
**Frontier orbital gap**: 10.4 eV
**Charge**: 0

CARTESIAN COORDINATES (ANGSTROEM)
C (-1.11007, 0.84654, -1.49300)
C (-0.57591, -0.34816, -0.69289)
C (-1.84261, -0.87299, 0.43005)
C (0.60967, -0.02772, 0.18077)
C (1.91713, 0.24981, -0.54122)
O (2.91355, 0.35970, 0.46079)
H (-0.74761, 1.85852, -1.26504)
H (-1.88376, 0.50744, -0.77521)
H (-1.41412, 0.71630, -2.53976)
H (-0.45780, -1.21323, -1.34298)
H (-1.92310, -0.25552, 1.35337)
H (-1.55872, -1.88077, 0.72892)
H (-2.89785, -0.94942, 0.05726)
H (0.36608, 0.84515, 0.80449)
H (0.74735, -0.87840, 0.84850)
H (1.84284, 1.17556, -1.13412)
H (2.14327, -0.57013, -1.24148)
H (3.75464, 0.55619, 0.03321)


Most favorable structure: a. The second most favorable one is 40.1 kcal/mol above it.


a | Below is 2 unconnected molecules or ions with the total composition CH5NO, with properties calculated with ωB97M-V with the def2-TZVPD basis set.

Values from the calculation:
**Lowest unoccupied orbital energy**: 0.87 eV
**SMILES**: C=N.O
**Frontier orbital gap**: 11.1 eV
**Charge**: 0

CARTESIAN COORDINATES (ANGSTROEM)
C (-1.55398, -0.50376, 0.06012)
N (-2.03868, 0.17914, 1.01052)
H (-1.70092, -1.58687, -0.00327)
H (-0.96458, -0.06256, -0.74166)
H (-2.79371, -0.38105, 1.40986)
H (3.62410, 0.25354, -0.32477)
H (2.21842, 0.84123, -0.54194)
O (2.91591, 0.32275, -0.97458)


b | Below is CH5NO in the gas phase, with properties calculated with ωB97M-V with the def2-TZVPD basis set.

Values from the calculation:
**Lowest unoccupied orbital energy**: 0.99 eV
**SMILES**: NCO
**Frontier orbital gap**: 10.6 eV
**Charge**: 0

CARTESIAN COORDINATES (ANGSTROEM)
O (-0.09366, 0.64062, 1.33184)
H (-1.05976, 0.67944, 1.16674)
C (0.34582, 0.38338, 0.06772)
N (0.00539, -0.76346, -0.72731)
H (0.03610, 1.28562, -0.55721)
H (1.46808, 0.32323, 0.21343)
H (0.31514, -1.71599, -0.82106)
H (-1.01711, -0.83283, -0.67415)


Most favorable structure: b. The second most favorable one is 1.4 kcal/mol above it.


a | Below is C11H15FIN in the gas phase, with properties calculated with ωB97M-V with the def2-TZVPD basis set.

Values from the calculation:
**Lowest unoccupied orbital energy**: 0.52 eV
**SMILES**: CC(C)c1cccc(N[C@@](C)(F)I)c1
**Frontier orbital gap**: 8.8 eV
**Charge**: 0

CARTESIAN COORDINATES (ANGSTROEM)
C (2.39529, 1.27418, 0.94354)
C (2.34006, 0.61491, -0.25804)
C (1.26011, 1.42363, 1.76962)
C (0.09184, 0.12457, 0.12347)
C (1.21832, 0.03018, -0.72239)
C (0.06990, 0.80287, 1.30844)
C (0.28231, -0.21029, -3.14027)
C (0.81500, -2.25198, -1.62502)
C (-3.15279, 0.69690, 3.26444)
C (1.19547, -0.83741, -2.04016)
C (-2.19123, 0.21586, 2.20016)
N (-0.99238, 0.91542, 2.17858)
F (-2.85096, 0.55384, 1.06742)
I (-1.81560, -1.89455, 2.25018)
H (3.31852, 1.75500, 1.27642)
H (3.22304, 0.37108, -0.81802)
H (1.32754, 1.99752, 2.66915)
H (-0.74505, -0.45702, -0.30094)
H (0.43667, -0.80274, -3.96596)
H (0.76831, 0.71706, -3.22379)
H (-0.75776, -0.25654, -2.82303)
H (1.61293, -2.82843, -1.14706)
H (0.56728, -2.84969, -2.49427)
H (0.03738, -2.31369, -0.96164)
H (-3.80675, -0.10796, 3.58008)
H (-2.55839, 0.86614, 4.12631)
H (-3.57240, 1.64458, 3.01164)
H (2.19364, -0.84886, -2.45397)
H (-0.76075, 1.31004, 3.05163)


b | Below is 2 unconnected molecules or ions with the total composition C11H15FIN, with properties calculated with ωB97M-V with the def2-TZVPD basis set.

Values from the calculation:
**Lowest unoccupied orbital energy (spin up / spin down)**: -0.27 / -0.38 eV
**Frontier orbital gap (spin up / spin down)**: 7.8 / 7.7 eV
**Charge**: 0

CARTESIAN COORDINATES (ANGSTROEM)
C (-1.64324, -1.82874, 1.48114)
C (-2.21981, -0.56359, 1.14942)
C (-0.35179, -2.06208, 1.16350)
C (-0.07730, 0.13155, 0.20672)
C (-1.47295, 0.38612, 0.55037)
C (0.47467, -1.08224, 0.44873)
C (-2.44318, 1.75370, -1.18815)
C (-1.10633, 3.03681, 0.45777)
C (4.19509, -2.37855, -1.33583)
C (-2.01182, 1.81951, 0.29461)
C (2.63072, -0.69853, -0.60702)
N (1.70083, -1.52616, 0.04745)
F (2.12274, -0.30621, -1.82425)
I (3.52119, 1.01674, 0.36155)
H (-2.23825, -2.39455, 2.18016)
H (-3.17964, -0.38008, 1.29824)
H (0.08903, -3.11624, 1.34165)
H (0.56421, 0.89656, -0.31849)
H (-3.00237, 2.64096, -1.41968)
H (-3.11549, 0.84367, -1.31896)
H (-1.55900, 1.72251, -1.81556)
H (-0.18841, 2.75599, 0.02824)
H (-0.85158, 3.27782, 1.47993)
H (-1.54541, 3.85273, -0.06868)
H (3.75936, -2.52374, -2.27729)
H (5.05065, -1.71760, -1.08279)
H (3.84314, -3.22667, -0.71193)
H (-2.96159, 1.99331, 0.89065)
H (2.01651, -2.32300, 0.58852)


Most favorable structure: a. The second most favorable one is 76.9 kcal/mol above it.


a | Below is 5 unconnected molecules or ions with the total composition CH14N2O4, with properties calculated with ωB97M-V with the def2-TZVPD basis set.

Values from the calculation:
**Lowest unoccupied orbital energy**: 0.27 eV
**SMILES**: NCN.O.O.O.O
**Frontier orbital gap**: 9.3 eV
**Charge**: 0

CARTESIAN COORDINATES (ANGSTROEM)
N (-1.19000, -3.32122, 0.56092)
C (-0.91087, -2.21055, 1.37721)
N (0.59278, -1.93971, 1.58388)
H (-0.65295, -3.20289, -0.31729)
H (-0.92399, -4.20565, 0.89182)
H (-1.28447, -2.35400, 2.33529)
H (-1.26695, -1.14233, 1.09548)
H (0.89129, -2.09705, 2.53013)
H (1.21125, -2.46479, 0.98585)
H (-0.89032, 2.22034, 1.62243)
H (-1.42734, 1.78544, 0.18415)
O (-1.70137, 1.99960, 1.09344)
H (-2.05172, 1.86366, -1.92730)
H (-1.42772, 3.21724, -1.95574)
O (-1.23959, 2.25952, -1.64447)
H (2.14535, 2.43432, -0.91615)
H (2.72002, 1.88813, 0.36256)
O (2.33737, 2.74583, -0.01148)
H (1.35366, -0.48998, -3.12900)
H (1.38809, -0.96692, -1.75521)
O (1.83629, -0.30441, -2.34798)


b | Below is 5 unconnected molecules or ions with the total composition CH14N2O4, with properties calculated with ωB97M-V with the def2-TZVPD basis set.

Values from the calculation:
**Lowest unoccupied orbital energy**: 0.24 eV
**SMILES**: NCN.O.O.O.O
**Frontier orbital gap**: 9.2 eV
**Charge**: 0

CARTESIAN COORDINATES (ANGSTROEM)
N (-1.08919, -1.36869, -0.74258)
C (-1.93096, -1.37860, -1.89779)
N (-1.29837, -0.84014, -3.13450)
H (-1.09451, -0.42058, -0.39532)
H (-0.08222, -1.43315, -0.86146)
H (-2.88663, -0.89823, -1.73995)
H (-2.25178, -2.38082, -2.23419)
H (-0.79991, -1.55965, -3.63976)
H (-0.66422, -0.10222, -2.87029)
H (3.21001, 1.83415, 4.77582)
H (4.35188, 2.91247, 5.13724)
O (3.77392, 2.21687, 5.44735)
H (-3.73756, 0.72154, -5.85009)
H (-2.38793, 0.14788, -5.28653)
O (-2.78691, 0.85764, -5.81579)
H (3.78506, -0.86003, 5.85523)
H (2.72659, -1.85185, 5.76081)
O (2.91884, -1.04022, 6.24983)
H (-0.67567, 1.81541, 0.70317)
H (0.83757, 2.09748, 0.34942)
O (0.08201, 1.53074, 0.18940)


Most favorable structure: b. The second most favorable one is 10.1 kcal/mol above it.